81
Properties=species:S:1:pos:R:3:mulliken_charge:R:1 method="wB97M-V/def2-TZVPD" gap_ev="6.439 / 6.438" de_lowest_kcal_mol=0.0 charge=-1 homo_ev="-4.4224 / -4.4215" e_tot_ev=-103391.497
Pt -0.35 0.42 -1.84 1.301
S -3.04 -0.73 -0.24 -0.485
P -1.34 -0.74 0.79 1.590
C 0.06 -0.63 -0.21 -1.183
P 1.74 -0.72 0.07 1.656
S 2.79 -1.04 -1.60 -0.548
C 2.11 -2.02 1.31 -0.385
C 2.47 -3.29 0.88 -0.703
C 2.64 -4.32 1.79 -0.680
C 2.45 -4.09 3.15 -0.475
C 2.10 -2.83 3.59 -0.839
C 1.94 -1.79 2.67 0.000
C 2.36 0.80 0.89 0.231
C 1.66 1.99 0.75 0.133
C 2.15 3.17 1.31 -0.594
C 3.34 3.16 2.02 -0.903
C 4.06 1.97 2.15 -0.699
C 3.57 0.80 1.59 -0.176
C -1.35 -2.23 1.84 0.075
C -0.83 -3.40 1.31 -0.169
C -0.96 -4.61 1.98 -0.583
C -1.64 -4.66 3.19 -0.564
C -2.19 -3.50 3.72 -0.731
C -2.06 -2.29 3.04 -0.254
C -1.31 0.68 1.95 0.243
C -0.71 0.63 3.20 -0.106
C -0.57 1.79 3.97 -0.992
C -1.04 3.00 3.48 -0.551
C -1.64 3.05 2.23 -0.596
C -1.78 1.90 1.47 -0.922
H 2.62 -3.45 -0.18 0.344
H 2.92 -5.31 1.44 0.412
H 2.58 -4.90 3.86 0.391
H 1.95 -2.64 4.64 0.411
H 1.67 -0.80 3.02 0.666
H 0.72 2.01 0.21 -0.414
H 1.58 4.08 1.20 0.628
H 3.72 4.07 2.46 0.407
H 5.00 1.96 2.69 0.389
H 4.13 -0.12 1.69 0.481
H -0.30 -3.36 0.37 0.291
H -0.53 -5.51 1.56 0.425
H -1.75 -5.60 3.71 0.379
H -2.74 -3.53 4.65 0.406
H -2.52 -1.40 3.45 0.451
H -0.33 -0.30 3.59 0.579
H -0.10 1.73 4.94 0.404
H -0.93 3.90 4.08 0.383
H -2.01 3.99 1.84 0.436
H -2.24 1.95 0.49 0.381
O -1.93 3.19 -2.08 -0.550
S -1.11 2.99 -3.26 1.191
O -1.42 3.85 -4.38 -0.777
N -0.99 1.44 -3.70 -0.560
C -2.17 0.74 -4.00 -0.276
C -3.32 1.21 -4.57 -0.597
C -4.38 0.32 -4.86 -0.725
C -4.29 -1.02 -4.62 -1.023
C -3.11 -1.54 -4.02 1.392
C -2.93 -2.90 -3.67 -0.730
C -1.79 -3.29 -3.02 -0.796
C -0.83 -2.33 -2.68 -0.200
N -0.97 -1.06 -3.01 -0.193
C -2.09 -0.65 -3.69 0.312
C 0.57 3.33 -2.77 -0.078
C 0.75 4.52 -2.07 -0.800
C 2.01 4.87 -1.64 -0.720
C 3.09 4.03 -1.89 -0.283
C 2.91 2.85 -2.59 -0.586
C 1.64 2.50 -3.05 0.122
H -3.41 2.26 -4.80 0.520
H -5.29 0.72 -5.29 0.379
H -5.11 -1.70 -4.84 0.373
H -3.71 -3.61 -3.91 0.402
H -1.63 -4.32 -2.74 0.429
H 0.08 -2.58 -2.14 0.696
H -0.11 5.14 -1.85 0.442
H 2.15 5.79 -1.08 0.360
H 4.08 4.29 -1.52 0.438
H 3.74 2.18 -2.77 0.351
H 1.50 1.59 -3.61 0.545


98
Properties=species:S:1:pos:R:3:mulliken_charge:R:1 method="wB97M-V/def2-TZVPD" gap_ev=9.314 de_lowest_kcal_mol=124.9 charge=0 homo_ev=-9.1854 e_tot_ev=-50246.326 smiles=COC[C@H](C)N.COC[C@H](C)N.COC[C@H](C)N.COC[C@H](C)N.OCCO.OCCO.OCCO
C 1.97 9.72 -2.24 -1.405
C 1.40 8.46 -2.92 0.462
C 1.18 8.60 -4.42 -0.561
O 0.70 9.78 -4.92 -0.413
C -0.68 10.12 -4.80 -0.736
N 2.27 7.29 -2.60 -0.684
H 2.26 9.56 -1.20 0.431
H 1.18 10.46 -2.20 0.317
H 2.90 10.06 -2.70 0.341
H 0.52 8.16 -2.34 0.142
H 0.39 7.93 -4.76 0.368
H 2.09 8.35 -4.96 0.334
H -1.24 9.42 -5.42 0.329
H -0.85 11.01 -5.41 0.266
H -1.06 10.06 -3.78 0.302
H 3.04 7.48 -1.97 0.236
H 2.83 7.12 -3.42 0.271
C -4.65 1.38 -5.98 -1.433
C -4.87 2.13 -4.67 0.502
C -5.27 1.09 -3.55 -0.732
O -6.64 0.72 -3.68 -0.360
C -7.56 1.73 -3.24 -0.670
N -3.59 2.62 -4.31 -0.731
H -4.09 0.46 -5.84 0.319
H -4.16 2.05 -6.70 0.458
H -5.62 1.08 -6.39 0.299
H -5.56 2.93 -4.94 0.181
H -5.03 1.50 -2.57 0.378
H -4.63 0.20 -3.60 0.409
H -7.41 1.89 -2.17 0.293
H -8.57 1.36 -3.42 0.254
H -7.55 2.65 -3.83 0.272
H -2.95 1.86 -4.17 0.275
H -3.25 3.13 -5.11 0.287
C -2.35 2.07 7.73 -1.188
C -2.03 0.93 6.70 0.390
C -3.33 0.55 5.87 -0.782
O -4.54 0.08 6.60 -0.348
C -4.44 -1.25 7.07 -0.654
N -0.83 1.23 5.92 -0.647
H -3.10 1.59 8.37 0.295
H -2.66 3.02 7.30 0.286
H -1.36 2.13 8.19 0.393
H -1.74 0.08 7.32 0.144
H -2.94 -0.13 5.12 0.409
H -3.59 1.36 5.19 0.396
H -5.43 -1.47 7.47 0.251
H -3.59 -1.39 7.74 0.267
H -4.36 -1.92 6.21 0.293
H -0.97 1.86 5.15 0.244
H -0.20 1.66 6.59 0.253
C 6.35 -14.49 -4.22 -1.301
C 4.98 -14.07 -3.72 0.412
C 4.62 -12.55 -4.01 -0.830
O 3.45 -12.06 -3.52 -0.335
C 2.97 -10.78 -4.00 -0.784
N 4.04 -14.96 -4.47 -0.802
H 6.47 -14.34 -5.29 0.338
H 6.41 -15.56 -4.04 0.330
H 7.15 -14.16 -3.56 0.373
H 4.82 -14.20 -2.65 0.390
H 4.69 -12.45 -5.09 0.341
H 5.34 -11.83 -3.62 0.394
H 2.02 -10.49 -3.56 0.287
H 2.70 -10.71 -5.06 0.329
H 3.74 -10.01 -3.99 0.309
H 3.22 -14.50 -4.11 0.292
H 3.97 -15.78 -3.89 0.256
C -2.17 8.06 3.81 -0.284
C -0.87 7.16 3.63 -0.408
O -1.19 6.04 2.90 -0.530
O -3.25 7.34 4.30 -0.494
H -2.29 8.72 2.95 0.252
H -1.98 8.74 4.64 0.245
H -0.42 6.92 4.59 0.227
H 0.03 7.63 3.22 0.357
H -0.75 6.06 2.04 0.316
H -3.38 6.50 3.86 0.318
C 0.99 -0.22 -0.77 -0.270
C 1.01 -1.72 -0.51 -0.496
O 2.21 -2.33 -0.67 -0.512
O 1.68 0.17 -2.01 -0.539
H 1.57 0.33 -0.03 0.270
H -0.01 0.20 -0.67 0.321
H 0.41 -2.31 -1.20 0.308
H 0.67 -2.02 0.49 0.288
H 2.24 -2.56 -1.60 0.327
H 1.78 1.12 -2.01 0.302
C 4.86 -3.69 7.08 -0.445
C 4.10 -3.47 5.72 -0.323
O 5.01 -3.35 4.59 -0.511
O 5.58 -2.45 7.31 -0.528
H 5.56 -4.52 7.01 0.272
H 4.09 -3.85 7.84 0.322
H 3.50 -2.59 5.92 0.274
H 3.40 -4.30 5.66 0.318
H 4.46 -3.05 3.86 0.304
H 6.11 -2.31 6.52 0.317


23
Properties=species:S:1:pos:R:3:mulliken_charge:R:1 method="wB97M-V/def2-TZVPD" gap_ev="6.825 / 6.758" de_lowest_kcal_mol=57.4 charge=0 homo_ev="-8.7936 / -8.7680" e_tot_ev=-41800.519
C 0.50 -1.00 1.31 -1.023
C -0.89 -0.33 1.27 -0.668
C 0.21 -0.48 -1.08 -0.573
C 0.93 -1.41 -0.11 0.855
C 2.50 -1.62 -0.21 -1.679
C -0.47 2.55 -0.56 -1.077
C -1.67 1.72 -0.92 -0.589
P -1.36 -0.06 -0.49 0.260
Cl -4.08 -0.09 0.31 -0.543
Cl 0.25 -3.06 -0.36 -0.182
H 1.35 -0.26 1.60 0.255
H 0.43 -1.79 1.93 0.418
H -1.63 -0.91 1.77 0.541
H -0.68 0.61 1.75 0.355
H 0.62 -0.60 -2.01 0.464
H 2.80 -1.57 -1.21 0.443
H 2.82 -2.57 0.05 0.467
H 2.94 -0.94 0.37 0.417
H -0.57 3.65 -0.55 0.345
H 0.03 2.45 0.46 0.234
H 0.27 2.22 -1.21 0.337
H -1.88 1.64 -1.90 0.455
H -2.42 1.87 -0.20 0.488